No. 1
A structure of composition C27H22AsIrN4OS2, computed with ωB97M-V/def2-TZVPD.

## Properties
orbital gap: 6.81 eV
net charge: 0
relative energy (zero: lowest compared OMol25 entry of this formula, charge and spin): 1.6568 eV
HOMO level: -7.625 eV

Each line ends with the Mulliken charge.
Geometry (Å):
Ir -0.76 0.74 -1.46  0.959
N -2.43 -0.24 -5.24  -0.478
C -2.22 0.00 -3.91  0.645
S -1.45 1.53 -3.49  -0.518
N -2.64 -0.83 -3.02  -1.225
N -2.42 -0.31 -1.74  0.923
C -3.40 -0.41 -0.92  -0.443
C -3.52 0.28 0.33  0.637
C -4.58 -0.10 1.18  -0.709
C -4.82 0.55 2.37  -0.744
C -4.01 1.64 2.72  -0.485
C -2.99 2.05 1.89  -0.462
C -2.70 1.38 0.69  0.493
O -1.68 1.80 -0.01  -0.801
H -1.72 0.12 -5.86  0.267
H -2.74 -1.18 -5.45  0.280
H -4.22 -1.03 -1.25  0.436
H -5.20 -0.93 0.88  0.395
H -5.62 0.24 3.02  0.417
H -4.19 2.17 3.64  0.400
H -2.36 2.89 2.15  0.424
C 5.22 -0.91 3.10  -0.426
C 4.15 -1.75 2.88  -0.776
C 2.94 -1.24 2.43  0.223
C 2.79 0.12 2.19  -0.157
C 3.88 0.96 2.43  -0.298
C 5.09 0.46 2.87  -0.657
As 1.13 0.96 1.62  0.384
C 1.68 1.37 -0.24  -0.062
C 2.77 0.77 -0.87  0.120
C 3.10 1.12 -2.17  -0.652
C 2.37 2.07 -2.86  -0.570
C 1.30 2.69 -2.24  -0.621
C 0.94 2.35 -0.93  -0.655
C 0.08 -0.65 1.23  0.261
C -0.99 -0.95 2.07  -0.802
C -1.70 -2.13 1.90  -0.593
C -1.36 -3.01 0.88  -0.654
C -0.29 -2.72 0.04  -0.852
C 0.43 -1.55 0.22  0.115
H 6.17 -1.31 3.44  0.381
H 4.25 -2.82 3.07  0.394
H 2.11 -1.92 2.26  0.356
H 3.78 2.03 2.26  0.356
H 5.92 1.12 3.04  0.383
H 3.36 0.03 -0.34  0.358
H 3.93 0.62 -2.65  0.432
H 2.62 2.31 -3.89  0.430
H 0.74 3.46 -2.76  0.548
H 0.23 2.96 -0.39  0.703
H -1.28 -0.26 2.85  0.453
H -2.53 -2.36 2.56  0.406
H -1.92 -3.93 0.74  0.395
H -0.02 -3.40 -0.76  0.461
H 1.28 -1.36 -0.41  0.595
S 2.05 -2.00 -4.19  -0.412
C 1.07 -1.08 -3.28  0.363
N 0.36 -0.43 -2.62  -0.342


No. 2
A structure of composition C27H22BBr2IrN5OPSe2 in a non-equilibrium geometry, computed with ωB97M-V/def2-TZVPD.

## Properties
orbital gap (alpha / beta): 6.01 / 5.60 eV
expectation value of S²: 0.757
2S+1: 2
net charge: +1
relative energy (zero: lowest compared OMol25 entry of this formula, charge and spin): 2.7308 eV
HOMO level (alpha / beta): -10.620 / -10.678 eV

Each line ends with the Mulliken charge.
Geometry (Å):
Ir -0.25 -0.38 -0.94  1.935
Br 4.38 -1.27 1.32  -0.127
C 3.42 -2.41 0.18  0.090
C 4.03 -3.58 -0.30  -0.358
C 3.38 -4.37 -1.21  -0.143
Br 4.25 -5.90 -1.89  -0.191
C 2.08 -4.03 -1.67  0.888
C 1.37 -4.74 -2.66  -0.788
C 0.11 -4.32 -3.02  -0.949
C -0.45 -3.22 -2.38  -0.194
N 0.20 -2.53 -1.46  -0.573
C 1.46 -2.89 -1.11  -0.161
C 2.14 -2.02 -0.20  0.689
O 1.56 -0.93 0.20  -0.658
H 5.02 -3.83 0.04  0.461
H 1.82 -5.61 -3.12  0.369
H -0.44 -4.83 -3.80  0.465
H -1.45 -2.88 -2.62  0.504
Se -0.13 1.86 0.18  -0.224
P 0.05 1.22 2.30  0.729
Se 0.93 -0.73 2.74  0.062
C -1.65 1.12 2.97  1.000
C -2.32 -0.09 2.78  -0.429
C -3.59 -0.27 3.32  -0.811
C -4.18 0.74 4.05  -0.514
C -3.54 1.96 4.20  -0.781
C -2.29 2.16 3.65  -0.446
C 1.17 2.48 2.99  1.021
C 0.81 3.59 3.75  -0.350
C 1.77 4.54 4.07  -0.854
C 3.08 4.39 3.63  -0.453
C 3.44 3.28 2.89  -0.789
C 2.49 2.33 2.56  -0.404
H -1.86 -0.88 2.21  0.264
H -4.10 -1.21 3.17  0.440
H -5.16 0.58 4.49  0.407
H -4.01 2.76 4.75  0.424
H -1.83 3.13 3.73  0.347
H -0.19 3.72 4.11  0.125
H 1.48 5.41 4.65  0.411
H 3.81 5.15 3.87  0.396
H 4.46 3.15 2.56  0.421
H 2.78 1.47 1.97  0.191
B -1.48 1.35 -3.67  0.042
N -2.27 1.00 -2.39  0.316
C -3.27 1.72 -1.90  -0.369
C -3.91 0.99 -0.90  -0.800
C -3.20 -0.20 -0.84  -0.447
N -2.21 -0.19 -1.76  -0.414
N -0.31 0.37 -3.86  0.075
C 0.17 -0.05 -5.04  -0.199
C 1.34 -0.76 -4.83  -1.098
C 1.53 -0.73 -3.45  -0.216
N 0.54 -0.03 -2.89  -0.153
H -2.21 1.25 -4.62  -0.104
H -1.06 2.47 -3.57  -0.101
H -3.48 2.70 -2.28  0.482
H -4.77 1.26 -0.32  0.460
H -3.40 -1.07 -0.24  0.588
H -0.35 0.17 -5.96  0.465
H 1.97 -1.23 -5.56  0.443
H 2.34 -1.14 -2.87  0.592


No. 3
A structure of composition C27H22BN9Ta, computed with ωB97M-V/def2-TZVPD.

## Properties
orbital gap: 7.07 eV
net charge: +3
relative energy (zero: lowest compared OMol25 entry of this formula, charge and spin): 0.0000 eV
HOMO level: -17.470 eV

Each line ends with the Mulliken charge.
Geometry (Å):
Ta 0.05 -0.49 -0.09  1.981
C -2.66 -3.22 -2.16  -1.229
C -2.19 -1.95 -1.97  0.067
N -1.16 -1.95 -1.08  -0.192
N -1.00 -3.26 -0.69  -0.005
C -1.88 -4.02 -1.32  0.001
B -0.13 -3.65 0.53  -0.191
N 1.32 -3.20 0.30  0.000
C 2.43 -3.91 0.50  0.011
C 3.53 -3.06 0.47  -1.234
C 3.02 -1.82 0.24  0.065
N 1.66 -1.88 0.11  -0.202
N -0.66 -2.83 1.73  0.017
C -1.15 -3.20 2.91  0.116
C -1.49 -2.07 3.64  -1.275
C -1.17 -1.01 2.82  0.066
N -0.66 -1.47 1.65  -0.431
H -3.47 -3.53 -2.80  0.459
H -2.55 -1.04 -2.41  0.444
H -1.91 -5.08 -1.15  0.514
H -0.19 -4.82 0.73  0.000
H 2.37 -4.97 0.66  0.515
H 4.57 -3.33 0.60  0.461
H 3.55 -0.88 0.17  0.442
H -1.23 -4.25 3.16  0.510
H -1.91 -2.03 4.63  0.460
H -1.27 0.05 3.00  0.526
C -1.81 1.37 -3.77  -0.796
C -0.93 0.63 -2.99  -0.221
N -0.90 0.73 -1.66  -0.055
C -1.73 1.64 -1.05  1.028
C -2.71 2.36 -1.76  0.486
C -2.73 2.20 -3.16  -0.602
C -3.55 3.24 -1.04  -0.934
C -3.38 3.40 0.31  -1.014
C -2.35 2.73 1.00  -0.838
C -1.53 1.87 0.33  0.326
N -0.39 1.17 0.84  0.735
C 0.75 1.92 1.30  0.336
C 0.80 2.80 2.34  -0.841
C 1.98 3.53 2.59  -1.007
C 3.08 3.40 1.77  -0.924
C 3.05 2.50 0.68  0.460
C 4.07 2.37 -0.28  -0.598
C 3.91 1.51 -1.35  -0.796
C 2.76 0.72 -1.42  -0.217
N 1.79 0.80 -0.52  -0.055
C 1.89 1.73 0.49  1.027
H -1.79 1.26 -4.85  0.468
H -0.26 -0.08 -3.44  0.436
H -3.45 2.75 -3.75  0.515
H -4.31 3.80 -1.57  0.490
H -4.02 4.08 0.86  0.456
H -2.22 2.90 2.06  0.438
H -0.06 2.95 2.98  0.440
H 2.01 4.22 3.42  0.455
H 3.96 4.00 1.94  0.487
H 4.97 2.96 -0.18  0.515
H 4.67 1.42 -2.11  0.468
H 2.65 -0.01 -2.21  0.434


No. 4
A structure of composition C27H22Co2NO6 in a non-equilibrium geometry, computed with ωB97M-V/def2-TZVPD.

## Properties
orbital gap: 3.82 eV
net charge: -1
relative energy (zero: lowest compared OMol25 entry of this formula, charge and spin): 3.6911 eV
HOMO level: -1.642 eV

Each line ends with the Mulliken charge.
Geometry (Å):
C -1.22 1.07 5.00  -0.493
C -2.02 1.19 3.85  -0.642
C -1.50 1.21 2.55  -0.259
C -0.10 1.12 2.39  -0.268
N 0.49 1.00 1.06  0.812
C 1.39 1.96 0.68  0.537
C 1.63 2.06 -0.83  -0.600
C 1.90 3.51 -1.30  -0.910
C 3.20 4.06 -0.64  -0.648
C 3.02 4.10 0.87  -0.794
C 2.26 2.87 1.54  -0.514
C 0.69 1.12 3.55  -0.215
C 0.16 1.05 4.86  -0.633
H -1.69 1.20 6.00  0.323
H -3.10 1.30 3.97  0.377
H -2.20 1.24 1.67  0.422
H 2.60 1.52 -1.02  0.234
H 0.77 1.56 -1.33  0.026
H 1.99 3.51 -2.40  0.370
H 1.04 4.18 -1.06  0.390
H 4.05 3.41 -0.87  0.338
H 3.39 5.08 -0.99  0.332
H 3.98 4.24 1.39  0.337
H 2.44 4.99 1.14  0.326
H 1.74 3.16 2.48  0.310
H 3.17 2.24 1.84  0.166
H 1.78 1.14 3.38  0.302
H 0.84 1.04 5.73  0.338
O -3.46 1.93 -2.22  -0.439
C -2.94 0.90 -2.13  0.267
Co -2.16 -0.66 -2.11  0.536
C -3.47 -1.65 -2.65  0.173
O -4.35 -2.24 -3.12  -0.440
C -1.36 -0.61 -3.70  -0.013
O -0.86 -0.62 -4.75  -0.446
C -0.89 -1.89 -1.11  1.114
C -0.25 -2.99 -1.87  0.670
C -0.95 -4.05 -2.48  -0.124
C -0.21 -5.09 -3.07  -0.632
C 1.19 -5.12 -3.04  -0.639
C 1.86 -4.05 -2.44  -0.527
C 1.15 -3.00 -1.85  -0.360
C -0.40 -1.17 0.01  -0.278
C 0.78 -0.41 0.42  -0.542
Co -2.06 -1.62 0.25  -0.060
C -2.00 -2.13 1.89  -0.208
O -1.88 -2.48 2.99  -0.458
C -3.27 -2.75 -0.22  0.366
O -4.11 -3.54 -0.43  -0.454
C -3.28 -0.23 0.18  -0.057
O -4.15 0.48 0.56  -0.443
H -2.05 -4.01 -2.47  0.288
H -0.76 -5.87 -3.58  0.372
H 1.74 -5.96 -3.48  0.360
H 2.94 -4.01 -2.42  0.392
H 1.69 -2.17 -1.36  0.105
H 1.40 -1.01 1.17  0.095
H 1.41 -0.11 -0.44  0.420


No. 5
A cluster of 2 separate species, C27H22N in total in a non-equilibrium geometry, computed with ωB97M-V/def2-TZVPD.

## Properties
orbital gap: 5.50 eV
net charge: +1
HOMO level: -11.339 eV

Each line ends with the Mulliken charge.
Geometry (Å):
C -2.80 1.55 -2.90  -0.922
N -2.40 0.42 -2.06  -0.314
C -2.47 0.48 -0.79  -0.576
C -1.96 -0.59 0.08  0.896
C -2.10 -0.55 1.48  -0.570
C -1.57 -1.59 2.23  -0.579
C -0.91 -2.66 1.59  -0.579
C -0.80 -2.70 0.20  -0.493
C -1.32 -1.66 -0.56  -0.297
H -2.54 1.28 -3.93  0.296
H -3.89 1.72 -2.84  0.294
H -2.29 2.49 -2.63  0.361
H -2.91 1.34 -0.24  0.349
H -2.61 0.29 1.93  0.390
H -1.66 -1.59 3.32  0.410
H -0.50 -3.48 2.18  0.430
H -0.32 -3.53 -0.31  0.475
H -1.27 -1.64 -1.64  0.488
C -4.97 -2.38 -2.17  -0.046
C -6.06 -1.59 -2.69  0.608
C -6.68 -0.58 -1.92  -0.245
C -7.84 0.05 -2.39  -1.027
C -8.36 -0.26 -3.65  -0.346
C -7.71 -1.21 -4.46  -0.899
C -6.58 -1.87 -3.98  -0.390
C -3.96 -3.04 -2.97  0.257
C -3.26 -3.98 -2.14  -0.247
C -2.28 -4.80 -2.67  -0.090
C -1.98 -4.68 -4.04  -0.736
C -2.64 -3.74 -4.85  -0.933
C -3.62 -2.89 -4.31  -0.185
C -3.82 -3.88 -0.80  -0.112
C -4.84 -2.87 -0.82  0.898
C -5.57 -2.60 0.34  -0.145
C -5.27 -3.31 1.51  -1.034
C -4.27 -4.30 1.52  -0.788
C -3.55 -4.60 0.36  -0.009
H -6.25 -0.31 -0.96  0.614
H -8.34 0.79 -1.76  0.405
H -9.26 0.23 -4.01  0.409
H -8.08 -1.45 -5.46  0.420
H -6.12 -2.66 -4.58  0.631
H -1.78 -5.52 -2.02  0.503
H -1.22 -5.33 -4.48  0.426
H -2.39 -3.67 -5.91  0.428
H -4.11 -2.13 -4.91  0.756
H -6.36 -1.85 0.32  0.462
H -5.81 -3.09 2.43  0.433
H -4.06 -4.84 2.44  0.437
H -2.78 -5.37 0.33  0.483


No. 6
A structure of composition C27H22N4O3RhS3 in a non-equilibrium geometry, computed with ωB97M-V/def2-TZVPD.

## Properties
orbital gap: 8.17 eV
net charge: +1
relative energy (zero: lowest compared OMol25 entry of this formula, charge and spin): 0.5526 eV
HOMO level: -11.020 eV

Each line ends with the Mulliken charge.
Geometry (Å):
Rh 0.70 0.66 0.91  -0.464
C -1.97 1.80 3.34  -1.394
C -0.59 2.38 3.25  0.816
N 0.43 2.03 2.50  0.184
C 1.44 2.99 2.57  -0.387
C 1.20 4.00 3.42  -0.358
S -0.32 3.81 4.15  -0.165
C 2.54 2.86 1.62  -0.224
C 3.70 3.55 1.58  -0.377
S 4.62 3.03 0.24  -0.142
C 3.42 1.90 -0.20  0.383
N 2.38 1.93 0.61  0.235
C 3.63 1.01 -1.38  -0.902
H -2.07 0.76 3.04  0.328
H -2.63 2.37 2.69  0.303
H -2.33 1.88 4.36  0.559
H 1.83 4.86 3.62  0.459
H 4.06 4.31 2.25  0.457
H 4.61 1.18 -1.81  0.555
H 2.87 1.19 -2.14  0.233
H 3.56 -0.02 -1.06  0.134
N -0.46 -0.79 1.75  -0.131
C -1.35 -1.53 0.88  0.467
C -1.31 -2.91 0.88  -0.794
C -2.12 -3.62 0.01  -0.615
C -2.95 -2.93 -0.86  -1.041
C -2.97 -1.54 -0.86  -0.667
C -2.17 -0.81 0.02  0.079
C -2.12 0.67 -0.05  0.594
C -3.26 1.37 -0.45  -0.906
C -3.25 2.73 -0.69  -1.116
C -2.07 3.44 -0.56  -0.752
C -0.93 2.78 -0.12  -0.635
C -0.97 1.43 0.16  2.532
H -0.99 -0.36 2.51  -0.061
H 0.21 -1.43 2.17  0.531
H -0.63 -3.43 1.55  0.380
H -2.09 -4.70 0.00  0.452
H -3.58 -3.47 -1.56  0.429
H -3.57 -1.02 -1.58  0.465
H -4.19 0.82 -0.58  0.566
H -4.16 3.23 -1.01  0.437
H -2.03 4.50 -0.78  0.461
H 0.00 3.34 0.01  0.406
O 2.00 -1.71 0.73  -0.734
C 1.51 -1.63 -0.40  0.443
N 1.03 -0.44 -0.86  0.142
S 0.43 -0.55 -2.40  1.193
O -0.95 -0.21 -2.46  -0.582
O 1.35 0.14 -3.28  -0.778
C 0.69 -2.29 -2.52  0.544
C 0.38 -3.12 -3.57  -0.928
C 0.73 -4.46 -3.44  -0.544
C 1.39 -4.92 -2.30  -0.615
C 1.71 -4.06 -1.26  -0.651
C 1.34 -2.73 -1.39  0.249
H -0.12 -2.76 -4.46  0.535
H 0.50 -5.16 -4.23  0.448
H 1.66 -5.97 -2.23  0.434
H 2.22 -4.40 -0.36  0.532


No. 7
The molecule C27H22N4O4 in a non-equilibrium geometry, computed with ωB97M-V/def2-TZVPD.

## Properties
orbital gap: 7.02 eV
net charge: 0
HOMO level: -7.580 eV

Each line ends with the Mulliken charge.
Geometry (Å):
O 0.39 6.12 -0.92  -0.653
C 0.68 4.96 -0.67  -0.038
N 1.95 4.50 -0.74  -0.084
C 2.38 3.21 -0.37  -0.631
C 2.04 2.69 0.87  -0.023
C 2.30 1.38 1.18  -0.326
C 2.91 0.52 0.26  1.005
C 3.35 1.08 -0.95  -0.555
C 3.09 2.41 -1.25  -1.121
H 3.40 2.80 -2.20  0.423
H 3.87 0.49 -1.68  0.250
N 3.11 -0.82 0.59  -0.028
C 3.77 -1.71 -0.34  -1.060
H 4.60 -1.21 -0.83  0.480
C 2.78 -2.29 -1.35  -0.285
H 3.26 -3.03 -2.00  0.418
O 1.73 -2.97 -0.69  -0.494
C 1.07 -2.11 0.21  -0.235
C 2.04 -1.54 1.26  -1.004
H 1.50 -0.90 1.94  0.345
H 2.49 -2.36 1.82  0.371
H 0.29 -2.71 0.68  0.421
H 0.61 -1.27 -0.33  0.214
H 2.36 -1.47 -1.97  0.262
H 4.18 -2.54 0.26  0.384
H 2.03 1.02 2.16  0.523
H 1.55 3.32 1.60  0.661
H 2.63 5.14 -1.15  0.280
C -0.32 3.93 -0.25  0.111
C -0.38 2.72 -0.92  -0.066
C -1.22 1.70 -0.44  0.277
N -1.30 0.53 -1.09  -0.328
C -2.00 -0.44 -0.55  0.198
C -2.57 -0.29 0.76  0.922
N -2.61 0.89 1.34  -0.602
C -1.99 1.92 0.74  0.339
C -2.00 3.21 1.33  -0.702
C -1.18 4.18 0.84  -0.756
H -1.15 5.16 1.29  0.453
H -2.63 3.37 2.19  0.486
C -3.06 -1.40 1.55  -0.129
C -3.98 -1.40 2.58  -0.574
C -4.06 -2.73 3.03  -0.621
C -3.18 -3.44 2.26  -0.537
O -2.58 -2.65 1.37  -0.188
H -2.91 -4.48 2.26  0.479
H -4.68 -3.11 3.82  0.472
H -4.52 -0.55 2.94  0.577
C -2.18 -1.62 -1.37  0.330
C -1.47 -2.02 -2.47  -0.180
C -2.07 -3.22 -2.92  -0.675
C -3.10 -3.45 -2.06  -0.689
O -3.18 -2.50 -1.13  -0.386
H -3.84 -4.23 -2.03  0.531
H -1.77 -3.82 -3.75  0.480
H -0.62 -1.52 -2.89  0.629
H 0.21 2.52 -1.79  0.650


No. 8
A structure of composition C27H23Br9N4O8 in a non-equilibrium geometry, computed with ωB97M-V/def2-TZVPD.

## Properties
orbital gap: 9.11 eV
net charge: 0
relative energy (zero: lowest compared OMol25 entry of this formula, charge and spin): 0.1290 eV
HOMO level: -9.878 eV

Each line ends with the Mulliken charge.
Geometry (Å):
C -10.54 22.65 -0.33  -0.291
Br -10.21 21.24 -1.59  0.000
Br -10.08 24.39 -1.01  -0.016
Br -9.59 22.33 1.32  -0.040
H -11.60 22.63 -0.15  0.342
C -10.11 14.16 -5.09  -0.356
Br -9.27 13.68 -6.75  -0.033
Br -12.05 14.02 -5.20  0.001
Br -9.54 15.91 -4.55  -0.005
H -9.88 13.38 -4.38  0.389
C -17.29 16.06 -4.83  0.310
Br -16.68 15.06 -3.32  0.004
Br -18.03 17.73 -4.21  -0.010
Br -18.58 15.06 -5.85  -0.060
H -16.48 16.21 -5.52  -0.229
C -11.79 18.51 -5.36  -1.512
C -11.74 19.50 -4.39  0.076
C -12.70 19.53 -3.37  -0.105
C -13.68 18.56 -3.34  -0.352
C -13.71 17.55 -4.27  -0.010
C -12.71 17.49 -5.23  -0.233
N -14.76 18.56 -2.35  1.032
O -15.13 19.62 -1.83  -0.581
O -15.23 17.47 -2.10  -0.527
H -11.00 18.41 -6.09  0.502
H -10.97 20.26 -4.42  0.267
H -12.69 20.37 -2.70  0.291
H -14.50 16.80 -4.25  0.277
H -12.73 16.66 -5.92  0.817
C -11.68 15.18 -9.90  -0.460
C -12.49 16.13 -9.27  -0.520
C -13.55 15.71 -8.50  -0.310
C -13.73 14.37 -8.28  0.032
C -12.90 13.41 -8.84  -0.242
C -11.91 13.82 -9.71  -0.564
N -14.84 13.92 -7.45  0.991
O -15.05 12.74 -7.37  -0.602
O -15.45 14.76 -6.83  -0.466
H -10.84 15.54 -10.49  0.391
H -12.37 17.18 -9.50  0.457
H -14.35 16.38 -8.20  0.413
H -13.08 12.35 -8.77  0.476
H -11.38 13.07 -10.27  0.413
C -17.99 22.64 -5.90  -0.436
C -17.05 23.63 -6.11  -0.414
C -15.99 23.75 -5.24  -0.525
C -15.90 22.87 -4.18  0.210
C -16.85 21.88 -3.95  -0.075
C -17.85 21.72 -4.88  -0.621
N -14.67 22.82 -3.39  1.059
O -13.66 23.31 -3.86  -0.595
O -14.73 22.25 -2.35  -0.561
H -18.87 22.61 -6.54  0.378
H -17.15 24.32 -6.95  0.377
H -15.24 24.52 -5.34  0.438
H -16.66 21.12 -3.20  0.448
H -18.59 20.93 -4.80  0.324
C -10.88 24.92 -7.64  -0.468
C -10.97 23.75 -6.91  -0.475
C -10.12 23.59 -5.82  -0.061
C -9.04 24.43 -5.65  0.200
C -8.89 25.56 -6.44  -0.547
C -9.78 25.77 -7.47  -0.381
N -8.13 24.22 -4.53  0.999
O -7.93 23.08 -4.19  -0.559
O -7.70 25.21 -4.02  -0.570
H -11.60 25.08 -8.44  0.360
H -11.78 23.04 -7.02  0.424
H -10.28 22.77 -5.13  0.362
H -8.02 26.19 -6.37  0.385
H -9.59 26.53 -8.22  0.365


Number 5 is which compound?
C27H22N


Which of these has the lowest net charge?
C27H22Co2NO6